1.
64
Properties=species:S:1:pos:R:3 method="wB97M-V/def2-TZVPD" homo_energy_ev=-7.9 smiles=O[C@H](COc1ccc(OC[C@@H](O)CN2CCCCC2)cc1)CN1CCCCC1 largest_force_ha_per_bohr=0.0127 e_lumo_ev=0.647 charge=0 orbital_gap_ev=8.512
O -1.834 -3.033 -2.417
C -1.529 -2.267 -1.272
C -0.153 -2.670 -0.722
O 0.859 -2.466 -1.685
C 1.350 -1.203 -1.893
C 1.003 -0.068 -1.176
C 1.584 1.158 -1.466
C 2.524 1.269 -2.481
C 2.872 0.127 -3.204
C 2.294 -1.087 -2.916
H 2.563 -1.973 -3.470
H 3.602 0.218 -3.992
O 3.142 2.426 -2.862
C 2.906 3.597 -2.119
C 3.615 3.618 -0.752
O 4.986 3.909 -0.859
H 5.097 4.748 -1.322
C 2.904 4.619 0.179
N 1.569 4.162 0.523
C 1.578 3.285 1.685
C 0.201 2.664 1.901
C -0.844 3.758 2.084
C -0.785 4.698 0.886
C 0.627 5.251 0.724
H 0.666 5.905 -0.151
H 0.890 5.853 1.614
H -1.486 5.525 1.011
H -1.056 4.151 -0.018
H -1.840 3.322 2.178
H -0.632 4.317 2.999
H -0.060 2.060 1.031
H 0.234 2.011 2.774
H 2.316 2.498 1.519
H 1.873 3.842 2.593
H 3.533 4.774 1.071
H 2.829 5.577 -0.346
H 3.582 2.615 -0.316
H 3.300 4.406 -2.744
H 1.833 3.760 -1.967
H 1.292 2.017 -0.885
H 0.279 -0.113 -0.377
H 0.060 -2.148 0.215
H -0.156 -3.745 -0.528
C -2.622 -2.437 -0.207
N -2.464 -3.656 0.560
C -3.089 -3.589 1.868
C -2.685 -4.807 2.694
C -3.111 -6.087 1.986
C -2.522 -6.095 0.580
C -2.934 -4.828 -0.161
H -2.500 -4.812 -1.160
H -4.034 -4.807 -0.269
H -2.863 -6.970 0.025
H -1.433 -6.131 0.644
H -2.775 -6.961 2.547
H -4.202 -6.125 1.924
H -3.143 -4.744 3.684
H -1.601 -4.803 2.813
H -2.750 -2.678 2.369
H -4.192 -3.546 1.791
H -2.549 -1.590 0.479
H -3.599 -2.386 -0.716
H -1.501 -1.202 -1.565
H -1.020 -3.115 -2.931

=====

2.
51
Properties=species:S:1:pos:R:3 method="wB97M-V/def2-TZVPD" homo_energy_ev=-8.9 smiles="CC(C)Oc1cccc(C(=O)[C@@H]2CCCN(C(=O)c3cc(C(F)(F)F)[nH]n3)C2)c1" largest_force_ha_per_bohr=0.0159 e_lumo_ev=0.207 charge=0 orbital_gap_ev=9.065
C -6.403 -2.042 -1.517
H -5.870 -2.372 -2.405
H -7.305 -1.518 -1.818
H -6.675 -2.917 -0.933
C -5.517 -1.121 -0.685
C -6.237 -0.654 0.579
H -5.590 -0.029 1.190
H -6.538 -1.517 1.168
H -7.122 -0.083 0.310
H -5.226 -0.254 -1.295
O -4.357 -1.883 -0.357
C -3.236 -1.274 0.085
C -3.034 0.097 0.177
C -1.819 0.614 0.627
C -0.801 -0.253 1.013
C -1.001 -1.621 0.928
C -2.195 -2.131 0.461
H -2.357 -3.195 0.389
H -0.219 -2.298 1.239
H 0.133 0.117 1.405
C -1.706 2.097 0.664
O -2.685 2.809 0.696
C -0.300 2.661 0.590
H 0.314 2.178 1.355
C -0.244 4.174 0.792
C 1.204 4.648 0.671
C 1.819 4.196 -0.656
N 1.674 2.762 -0.817
C 2.750 1.966 -0.637
O 3.877 2.405 -0.477
C 2.544 0.489 -0.632
N 1.642 -0.187 -1.330
N 1.835 -1.463 -1.064
C 2.861 -1.647 -0.194
C 3.355 -0.398 0.107
H 4.170 -0.142 0.750
C 3.242 -3.000 0.289
F 2.329 -3.500 1.150
F 4.414 -3.011 0.919
F 3.314 -3.892 -0.717
H 1.258 -2.169 -1.498
C 0.300 2.332 -0.791
H 0.232 1.271 -1.018
H -0.249 2.888 -1.559
H 2.884 4.431 -0.688
H 1.314 4.689 -1.494
H 1.252 5.735 0.738
H 1.794 4.232 1.491
H -0.647 4.435 1.772
H -0.867 4.660 0.039
H -3.796 0.808 -0.099

=====

3.
17
Properties=species:S:1:pos:R:3 method="wB97M-V/def2-TZVPD" homo_energy_ev=-8.3 largest_force_ha_per_bohr=0.0768 e_lumo_ev=-1.432 charge=0 orbital_gap_ev=6.840
C -0.676 -2.141 -0.628
C 0.496 -2.247 0.086
C -0.804 0.259 -0.979
C 1.750 -0.393 0.490
C -1.639 1.507 -1.200
N -1.232 -0.882 -0.812
N 1.675 0.057 1.733
N 0.660 1.742 0.684
N 0.982 1.129 1.811
S 0.541 1.831 3.263
S 1.101 0.908 -0.669
Br 1.400 -3.713 0.586
H -1.418 -2.852 -0.850
H 2.618 -0.860 0.177
H -1.784 1.825 -2.307
H -1.022 2.309 -0.619
H -2.648 1.522 -0.766

=====

4.
30
Properties=species:S:1:pos:R:3 method="wB97M-V/def2-TZVPD" homo_energy_ev="-11.6 / -11.6" largest_force_ha_per_bohr=0.0834 e_lumo_ev="-2.717 / -2.717" charge=+1 orbital_gap_ev="8.914 / 8.913"
C -0.924 1.193 0.963
C 0.456 1.160 1.046
C -1.704 1.591 -0.253
C -2.909 0.569 -0.409
C -2.343 -0.831 -0.665
C 2.840 -0.412 -0.729
C 1.738 -1.413 -0.269
C 2.645 1.000 0.036
C -0.730 -0.956 0.288
N 0.314 -1.031 -0.546
N -0.819 -1.703 1.440
N 1.253 1.273 -0.028
H -1.396 0.950 1.936
H 0.951 1.070 2.030
H -2.147 2.710 -0.079
H -1.080 1.585 -1.141
H -3.374 0.450 0.493
H -3.465 0.862 -1.300
H -2.899 -1.672 -0.359
H -2.082 -0.999 -1.733
H 3.800 -0.927 -0.436
H 3.025 -0.216 -1.883
H 2.059 -2.244 -0.924
H 1.626 -1.740 0.748
H 2.987 0.777 1.088
H 3.211 1.758 -0.536
H 0.155 -0.389 -1.355
H -0.140 -2.359 1.760
H -1.844 -1.748 1.684
H 0.796 1.693 -0.870

=====

Q: Which energy above the lowest of the compared OMol25 structures with the same formula, charge and spin values were calculated for the entries above? A: 175.4, 46.9, 506.0, 234.1, in kJ/mol.